The following is a quantum chemistry calculation of a molecular structure, C5H9NO2 at a distorted geometry, from the OMol25 dataset.

```
17
Properties=species:S:1:pos:R:3:lowdin_charge:R:1
C 0.405 1.549 0.893 -0.032
C -1.448 0.572 -0.552 -0.025
C 1.045 -1.188 -0.562 -0.468
C -0.010 0.433 -0.058 -0.511
C 1.004 0.049 -1.108 0.061
O -0.732 -1.709 0.827 0.015
O 1.569 -2.300 -0.877 0.180
N 0.332 -0.868 0.496 -0.081
H -0.877 -1.500 1.768 0.121
H 1.258 -2.932 -0.205 0.141
H 1.396 0.508 -2.003 0.102
H 1.430 1.422 1.259 0.085
H 0.352 2.524 0.395 0.083
H -2.152 0.598 0.287 0.077
H -1.745 -0.250 -1.214 0.088
H -1.572 1.504 -1.115 0.087
H -0.256 1.585 1.766 0.077
```

Results
LUMO level ... 0.0226 hartree
Relative energy (zero: lowest compared OMol25 entry of this formula, charge and spin) ... 382.3 kJ/mol
Strongest force on any atom ... 5.1 eV/Å

---

The following is a quantum chemistry calculation of a single C5H9NO2 molecule at a distorted geometry, from the OMol25 dataset.

```
17
Properties=species:S:1:pos:R:3:lowdin_charge:R:1
C 1.744 -0.943 0.310 -0.033
C 0.440 -0.394 -0.048 -0.280
C 2.932 -0.488 -0.328 -0.106
C -2.305 0.829 0.369 -0.057
C -1.968 -0.221 -0.749 -0.166
N -0.988 -1.071 -0.121 -0.210
O 0.430 0.699 -0.639 0.008
O -1.164 -2.277 0.085 0.006
H 1.830 -1.694 1.126 0.124
H 2.821 -0.907 -1.274 0.077
H 3.812 -0.850 0.162 0.071
H 3.146 0.654 -0.288 0.136
H -2.983 1.564 -0.029 0.068
H -2.683 0.244 1.189 0.072
H -1.420 1.370 0.664 0.058
H -2.782 -0.757 -1.024 0.082
H -1.454 0.382 -1.600 0.150
```

Results
LUMO level (spin up / spin down) ... 0.0047 / -0.0443 hartree
Relative energy (zero: lowest compared OMol25 entry of this formula, charge and spin) ... 522.2 kJ/mol
Strongest force on any atom ... 5.4 eV/Å

---

The following is a quantum chemistry calculation of a gas-phase ion, C5H9NO2 (charge +1) at a distorted geometry, from the OMol25 dataset.

```
17
Properties=species:S:1:pos:R:3:lowdin_spin:R:1
O 1.347 -2.322 -1.837 0.020
C 0.876 -1.862 -0.859 0.027
O 0.821 -2.447 0.382 0.062
C 0.459 -0.433 -0.653 0.103
C -0.749 0.026 0.104 0.012
C -1.191 1.537 -0.036 0.010
C -1.559 2.148 1.109 0.028
N 1.651 -0.037 0.093 0.620
H 0.991 -3.329 0.347 0.001
H 0.208 0.032 -1.790 0.081
H -0.726 -0.368 1.117 0.001
H -1.682 -0.623 -0.150 0.001
H -1.238 1.719 -1.140 0.002
H -1.167 1.850 2.060 0.001
H -1.998 3.200 1.187 0.001
H 2.525 -0.054 -0.445 0.018
H 1.431 0.962 0.510 0.012
```

Results
LUMO level (spin up / spin down) ... -0.1278 / -0.3400 hartree
2S+1 ... 2
Relative energy (zero: lowest compared OMol25 entry of this formula, charge and spin) ... 397.2 kJ/mol
Total charge ... +1
<S²> ... 0.7567
Strongest force on any atom ... 5.6 eV/Å

---

The following is a quantum chemistry calculation of a single C5H9NO2S molecule at a distorted geometry, from the OMol25 dataset.

```
18
Properties=species:S:1:pos:R:3:lowdin_charge:R:1
O 2.415 -1.696 -2.220 0.020
C 1.795 -1.222 -1.225 -0.398
C 1.629 -1.590 0.241 -0.053
C 0.749 -0.272 0.273 -0.572
S -0.998 -0.626 0.539 0.899
C -1.899 0.856 -0.040 -0.431
C -1.263 2.165 0.566 -0.277
O -1.764 2.195 1.922 -0.126
N 1.075 -0.022 -1.115 0.124
H 2.622 -1.741 0.885 0.170
H 1.159 -2.455 0.512 0.057
H 1.091 0.606 0.876 0.117
H -2.013 0.833 -1.035 0.005
H -3.010 0.489 0.321 0.137
H -1.823 2.973 -0.102 0.158
H -0.332 2.129 0.511 -0.005
H -1.430 3.091 2.364 0.153
H 0.893 0.628 -1.641 0.022
```

Results
LUMO level ... 0.0189 hartree
Relative energy (zero: lowest compared OMol25 entry of this formula, charge and spin) ... 398.3 kJ/mol
Strongest force on any atom ... 13.7 eV/Å
SMILES ... O=C1C[C@H](SCCO)N1

---

The following is a quantum chemistry calculation of 2 unconnected molecules or ions with the total composition C5H9NO3 at a distorted geometry, from the OMol25 dataset.

```
18
Properties=species:S:1:pos:R:3:lowdin_charge:R:1
C -1.285 -1.584 -0.711 -0.020
C -0.137 -1.063 -0.156 -0.190
C 0.964 -0.481 -1.206 -0.499
O 0.694 0.319 -2.077 0.086
O 2.160 -1.112 -1.152 0.107
H -1.823 -1.037 -1.478 0.049
H -1.506 -2.639 -0.613 0.045
H 0.359 -1.669 0.597 0.103
H 2.250 -1.673 -0.365 0.116
C -1.184 1.542 0.408 -0.058
N -0.223 0.583 0.976 -0.089
C 1.179 1.009 0.989 -0.281
O 1.958 0.500 1.765 0.066
H -0.819 1.867 -0.566 0.089
H -1.337 2.355 1.118 0.087
H -2.133 1.024 0.275 0.083
H -0.512 0.211 1.881 0.153
H 1.396 1.849 0.315 0.151
```

Results
LUMO level (spin up / spin down) ... 0.0159 / 0.0158 hartree
Relative energy (zero: lowest compared OMol25 entry of this formula, charge and spin) ... 383.2 kJ/mol
Strongest force on any atom ... 4.2 eV/Å
SMILES ... C=CC(=O)O.CNC=O

---

The following is a quantum chemistry calculation of 2 unconnected molecules or ions with the total composition C5H9NO3 at a distorted geometry, from the OMol25 dataset.

```
18
Properties=species:S:1:pos:R:3:lowdin_charge:R:1
C -2.284 0.361 0.131 -0.014
C -1.044 -0.329 -0.386 -0.421
O -1.007 -1.123 -1.320 0.010
C 0.174 1.047 -0.611 -0.462
N 0.851 0.823 -1.769 0.154
O 0.086 2.129 -0.077 0.055
H -3.073 -0.382 0.272 0.091
H -2.065 0.860 1.074 0.084
H -2.625 1.106 -0.588 0.103
H 1.295 1.601 -2.236 0.112
H 0.610 0.005 -2.314 0.092
C 1.897 -1.105 0.925 -0.012
C 0.625 -0.458 1.362 -0.335
O 0.344 0.271 2.263 0.112
H 2.660 -0.330 0.843 0.099
H 1.748 -1.583 -0.044 0.084
H 2.194 -1.836 1.680 0.099
H -0.385 -1.057 0.793 0.150
```

Results
LUMO level ... 0.0047 hartree
Relative energy (zero: lowest compared OMol25 entry of this formula, charge and spin) ... 356.0 kJ/mol
Strongest force on any atom ... 4.7 eV/Å
SMILES ... CC(=O)C(N)=O.CC=O

---

Copy entry 3 word for word.
The following is a quantum chemistry calculation of a gas-phase ion, C5H9NO2 (charge +1) at a distorted geometry, from the OMol25 dataset.

```
17
Properties=species:S:1:pos:R:3:lowdin_spin:R:1
O 1.347 -2.322 -1.837 0.020
C 0.876 -1.862 -0.859 0.027
O 0.821 -2.447 0.382 0.062
C 0.459 -0.433 -0.653 0.103
C -0.749 0.026 0.104 0.012
C -1.191 1.537 -0.036 0.010
C -1.559 2.148 1.109 0.028
N 1.651 -0.037 0.093 0.620
H 0.991 -3.329 0.347 0.001
H 0.208 0.032 -1.790 0.081
H -0.726 -0.368 1.117 0.001
H -1.682 -0.623 -0.150 0.001
H -1.238 1.719 -1.140 0.002
H -1.167 1.850 2.060 0.001
H -1.998 3.200 1.187 0.001
H 2.525 -0.054 -0.445 0.018
H 1.431 0.962 0.510 0.012
```

Results
LUMO level (spin up / spin down) ... -0.1278 / -0.3400 hartree
2S+1 ... 2
Relative energy (zero: lowest compared OMol25 entry of this formula, charge and spin) ... 397.2 kJ/mol
Total charge ... +1
<S²> ... 0.7567
Strongest force on any atom ... 5.6 eV/Å